Entry 1:
Molecular formula: C25H45N2O9P
Method: DFT, wB97M-V/def2-TZVPD

```
82
C25H45N2O9P | OMol25 | wB97M-V/def2-TZVPD
C -0.872 -3.223 -2.852
P -2.275 -1.946 -2.546
C -1.517 -0.318 -3.234
C -2.375 -1.645 -0.667
C -3.539 -0.831 0.008
C -3.594 -0.548 1.553
C -2.433 -1.130 2.386
C -1.287 -1.953 1.723
C -1.206 -2.241 0.211
C -0.329 -2.314 2.947
O 0.426 -3.276 3.173
N -0.579 -1.177 3.878
C 0.034 0.137 3.521
C 1.265 0.054 2.505
O 2.394 -0.724 3.007
C 1.873 1.515 2.116
N 2.905 1.237 1.041
C -2.071 -1.055 3.939
O -2.769 -0.971 4.963
H -1.068 -4.207 -2.311
H -0.620 -3.342 -3.956
H 0.066 -2.752 -2.358
H -1.685 -0.199 -4.354
H -0.376 -0.387 -3.045
H -1.933 0.533 -2.600
H -4.390 -0.381 -0.619
H -4.407 0.061 2.058
H -0.329 -2.822 -0.216
H 0.442 0.596 4.501
H -0.708 0.899 3.076
H 0.976 -0.414 1.485
H 2.594 -1.377 2.291
H 1.070 2.163 1.586
H 2.318 2.060 3.014
H 2.399 0.921 0.193
H 3.453 2.081 0.835
C -4.938 3.032 -7.640
O -4.869 1.662 -7.992
C -3.674 1.031 -7.544
C -3.958 -0.396 -7.075
O -4.642 -0.481 -5.824
C -6.000 -0.043 -5.794
C -6.971 -0.927 -6.571
O -6.803 -0.757 -7.975
C -6.947 -1.955 -8.709
H -4.275 3.621 -8.277
H -5.967 3.365 -7.788
H -4.686 3.182 -6.585
H -3.205 1.591 -6.730
H -2.986 0.998 -8.396
H -2.996 -0.891 -6.916
H -4.475 -0.979 -7.839
H -6.076 1.005 -6.097
H -6.294 -0.075 -4.741
H -8.001 -0.642 -6.329
H -6.816 -1.976 -6.279
H -6.364 -2.769 -8.259
H -6.561 -1.787 -9.715
H -8.001 -2.240 -8.773
C 9.011 1.516 7.000
O 7.762 0.850 7.000
C 6.866 1.346 7.990
C 5.434 1.376 7.458
O 5.179 2.410 6.506
C 5.805 2.289 5.228
C 5.278 1.145 4.368
O 5.729 -0.112 4.860
C 4.758 -1.136 4.757
H 9.615 1.187 7.848
H 9.527 1.261 6.072
H 8.880 2.603 7.023
H 7.148 2.348 8.321
H 6.917 0.661 8.844
H 4.771 1.587 8.301
H 5.125 0.406 7.067
H 6.894 2.250 5.332
H 5.586 3.224 4.706
H 5.659 1.250 3.345
H 4.180 1.188 4.343
H 3.786 -0.799 5.136
H 5.082 -1.976 5.372
H 4.662 -1.466 3.720
```

Output
SMILES: CP(C)c1ccc2c(c1)C(=O)N(C[C@H](O)CN)C2=O.COCCOCCOC.COCCOCCOC
Highest occupied orbital energy: -8.525 eV
HOMO-LUMO gap: 7.7 eV
Charge: 0

---

Entry 2:
Molecular formula: C25H46AlN2O2
Method: DFT, wB97M-V/def2-TZVPD

```
76
C25H46AlN2O2 | OMol25 | wB97M-V/def2-TZVPD
Al 0.336 0.051 0.422
C 0.840 1.628 -0.807
C 2.434 1.708 -0.937
C 3.179 0.772 -1.934
C 4.713 0.894 -2.045
C 5.412 1.951 -1.160
C 4.690 2.865 -0.142
C 3.157 2.735 -0.030
H -0.325 -1.063 -0.510
H 1.728 -0.522 1.007
H -0.568 0.514 1.647
H 0.458 2.616 -0.379
H 0.360 1.518 -1.847
H 2.621 0.028 -2.583
H 5.308 0.235 -2.754
H 6.546 2.082 -1.248
H 5.274 3.611 0.484
H 2.572 3.398 0.680
C 2.397 -5.612 3.602
C 1.546 -5.061 2.429
C 0.845 -6.228 1.699
C 1.788 -7.056 0.831
C 2.575 -6.164 -0.122
C 3.303 -5.005 0.592
N 2.411 -4.250 1.520
O 1.596 -3.470 0.763
C 4.524 -5.557 1.365
C 3.943 -4.089 -0.483
C 0.457 -4.206 3.128
H 3.209 -4.927 3.863
H 1.798 -5.738 4.509
H 2.822 -6.596 3.400
H 0.043 -5.839 1.060
H 0.359 -6.886 2.428
H 2.469 -7.643 1.455
H 1.207 -7.782 0.253
H 3.298 -6.778 -0.673
H 1.885 -5.763 -0.873
H 5.000 -4.772 1.959
H 5.282 -5.940 0.673
H 4.290 -6.391 2.023
H 3.210 -3.701 -1.196
H 4.682 -4.640 -1.073
H 4.455 -3.239 -0.022
H 0.904 -3.362 3.663
H -0.096 -4.805 3.857
H -0.287 -3.815 2.429
C -3.883 6.434 -0.207
C -3.199 5.449 -1.190
C -3.915 5.494 -2.557
C -5.271 4.795 -2.558
C -5.153 3.377 -2.010
C -4.461 3.313 -0.632
N -3.180 4.079 -0.595
O -2.248 3.352 -1.263
C -5.425 3.842 0.457
C -4.266 1.823 -0.247
C -1.774 6.035 -1.372
H -3.712 6.144 0.833
H -3.486 7.449 -0.312
H -4.957 6.528 -0.372
H -3.286 5.023 -3.323
H -4.049 6.534 -2.875
H -6.000 5.369 -1.976
H -5.662 4.758 -3.579
H -6.152 2.932 -1.948
H -4.596 2.770 -2.734
H -4.925 3.899 1.429
H -6.282 3.171 0.576
H -5.853 4.817 0.233
H -3.690 1.268 -0.990
H -5.232 1.315 -0.164
H -3.760 1.729 0.719
H -1.222 6.027 -0.427
H -1.824 7.072 -1.718
H -1.187 5.495 -2.118
```

Output
⟨S²⟩: 2.009
Energy above the lowest of the compared OMol25 structures with the same formula, charge and spin: 2.9833 eV
Highest occupied orbital energy (alpha / beta): -3.942 / -3.941 eV
HOMO-LUMO gap (alpha / beta): 6.4 / 6.2 eV
Spin multiplicity: 3
Charge: -1

---

Entry 3:
Molecular formula: C25H46BLaNP2
Method: DFT, wB97M-V/def2-TZVPD

```
76
C25H46BLaNP2 | OMol25 | wB97M-V/def2-TZVPD
La 0.267 -0.203 0.207
C -0.640 -2.398 2.690
C 0.730 -2.569 2.339
C 0.612 -0.918 3.931
C -0.698 -1.405 3.714
C 1.492 -1.599 3.045
C -1.792 -3.196 2.219
H -1.564 -3.767 1.313
H -2.657 -2.551 2.024
H -2.126 -3.942 2.954
C -1.903 -0.911 4.410
H -2.774 -1.540 4.194
H -2.135 0.144 4.168
H -1.772 -0.960 5.504
C 0.979 0.151 4.884
H 0.615 -0.066 5.900
H 0.529 1.108 4.582
H 2.063 0.268 4.968
C 2.954 -1.385 2.961
H 3.539 -1.809 3.794
H 3.164 -0.307 2.965
H 3.368 -1.810 2.042
C 1.305 -3.577 1.405
H 1.805 -4.408 1.925
H 2.088 -3.163 0.744
H 0.541 -4.057 0.779
C -1.684 0.839 -3.904
C -1.766 -0.509 -3.885
C -0.768 -1.472 -4.499
C 0.729 -1.140 -4.251
C 0.986 -0.418 -2.948
C 1.034 0.924 -2.915
C 0.606 1.923 -3.985
C -0.739 1.628 -4.750
H -0.982 -1.585 -5.585
H 1.089 -0.544 -5.109
H -0.949 -2.472 -4.074
H -0.519 1.152 -5.727
H -2.369 1.486 -3.329
H -2.647 -1.027 -3.469
H -1.209 2.613 -4.956
H 0.427 2.893 -3.477
H 1.534 1.434 -2.061
H 1.432 2.123 -4.717
H 1.329 -2.070 -4.265
H 1.239 -1.056 -2.069
P -2.534 0.272 -0.451
P 2.519 1.277 -0.230
C -1.215 1.632 -1.091
C 0.101 2.161 -0.470
H -1.894 2.499 -1.222
H -0.987 1.250 -2.107
H 0.463 2.945 -1.153
H 0.012 2.517 0.604
C 3.224 2.685 0.581
H 3.943 2.298 1.321
H 2.446 3.270 1.077
H 3.728 3.266 -0.206
C 3.936 1.013 -1.355
H 4.223 2.001 -1.775
H 3.688 0.326 -2.183
H 4.757 0.566 -0.755
C -4.029 0.286 -1.562
H -4.645 -0.574 -1.265
H -3.790 0.177 -2.632
H -4.651 1.189 -1.405
C -1.720 -1.261 -1.136
H -1.133 -2.035 -0.485
H -1.094 -0.983 -2.013
H -2.599 -1.866 -1.464
B -1.428 2.866 3.995
C -0.945 1.991 2.839
N -0.553 1.255 2.008
H -1.054 2.270 5.010
H -2.641 2.905 3.949
H -0.890 3.952 3.886
```

Output
Energy above the lowest of the compared OMol25 structures with the same formula, charge and spin: 0.5625 eV
Highest occupied orbital energy (alpha / beta): -10.408 / -9.598 eV
HOMO-LUMO gap (alpha / beta): 6.9 / 5.1 eV
Charge: +1

---

Entry 4:
Molecular formula: C25H46Cl2N3O6SiTl
Method: DFT, wB97M-V/def2-TZVPD

```
84
C25H46Cl2N3O6SiTl | OMol25 | wB97M-V/def2-TZVPD
C 0.683 -3.797 -0.574
C 1.833 -2.957 -1.023
H 0.570 -4.702 -1.173
H -0.244 -3.215 -0.610
H 0.827 -4.110 0.467
C 2.695 -3.274 -1.993
C 2.664 -4.528 -2.813
H 3.508 -2.584 -2.252
H 1.783 -5.151 -2.633
H 3.544 -5.147 -2.602
H 2.714 -4.288 -3.884
Tl -0.592 0.479 0.311
Cl -2.708 -0.615 -0.269
C 2.324 2.178 0.534
O 1.191 2.247 -0.007
N 3.314 3.049 0.329
C 3.166 4.164 -0.603
C 4.599 2.943 1.011
H 2.566 1.358 1.240
H 2.140 4.174 -0.977
H 3.875 4.052 -1.436
H 3.398 5.102 -0.082
H 4.573 2.095 1.706
H 4.811 3.865 1.569
H 5.410 2.785 0.289
H -3.138 5.109 2.772
H -4.226 3.592 4.428
C -3.379 4.398 1.972
C -4.406 2.844 3.638
N -3.482 3.055 2.523
H -2.601 4.401 1.210
C -2.718 2.071 2.041
O -1.772 2.280 1.217
H -4.248 1.841 4.047
H -2.939 1.059 2.399
H -4.339 4.693 1.529
H -5.455 2.935 3.313
H -0.562 -1.892 -2.910
H 1.867 -0.931 -3.948
C -0.987 -1.041 -3.470
C 1.146 -0.266 -4.451
N 0.005 0.020 -3.596
H -1.872 -0.667 -2.949
C -0.025 1.119 -2.822
O -0.901 1.356 -1.963
H 1.642 0.679 -4.702
H 0.806 1.832 -3.005
H -1.241 -1.375 -4.488
H 0.790 -0.754 -5.365
O 0.740 -0.928 -0.852
C 1.850 -1.585 -0.356
C 3.483 -0.014 -1.577
C 3.188 -0.805 -0.467
H 2.703 0.172 -2.313
C 4.781 0.478 -1.751
H 1.674 -1.767 0.720
C 4.164 -1.002 0.514
H 5.015 1.058 -2.647
C 5.774 0.209 -0.815
C 5.462 -0.521 0.332
H 3.892 -1.572 1.405
H 6.799 0.570 -0.968
H 6.224 -0.732 1.081
Si -5.138 -2.430 0.747
Cl -3.412 -3.526 0.145
C -5.819 -1.262 -0.570
C -4.730 -1.654 2.391
C -6.601 -3.631 1.042
H -5.027 -0.716 -1.098
H -6.479 -0.523 -0.089
H -6.416 -1.828 -1.300
H -6.978 -4.015 0.087
H -7.426 -3.095 1.532
H -6.314 -4.469 1.684
H -3.805 -1.070 2.336
H -4.617 -2.445 3.149
H -5.548 -0.982 2.690
C 0.660 1.693 3.456
C 1.123 0.310 3.067
O 2.088 -0.209 3.641
O 0.460 -0.319 2.104
H -0.022 1.615 4.317
H 0.125 2.210 2.646
H 1.517 2.302 3.774
```

Output
Energy above the lowest of the compared OMol25 structures with the same formula, charge and spin: 0.0000 eV
Highest occupied orbital energy: -8.058 eV
HOMO-LUMO gap: 7.9 eV
Charge: 0

---

Entry 5:
Molecular formula: C25H46IrO3P2S
Method: DFT, wB97M-V/def2-TZVPD

```
78
C25H46IrO3P2S | OMol25 | wB97M-V/def2-TZVPD
Ir 0.159 1.749 -1.401
C 0.539 0.628 1.711
C 1.575 1.138 0.903
C -0.330 2.506 0.640
C -0.605 1.445 1.582
C 1.121 2.401 0.273
C 0.752 -0.350 2.813
H 1.714 -0.871 2.734
H -0.039 -1.092 2.951
H 0.766 0.214 3.758
C -1.843 1.361 2.381
H -2.045 0.350 2.760
H -2.678 1.683 1.749
H -1.803 2.052 3.241
C -1.032 3.820 0.688
H -0.575 4.527 1.397
H -2.093 3.724 0.961
H -0.982 4.251 -0.310
C 1.935 3.655 0.188
H 1.913 4.202 1.156
H 1.540 4.317 -0.588
H 2.972 3.419 -0.038
C 2.992 0.772 0.971
H 3.417 1.008 1.954
H 3.538 1.339 0.213
H 3.157 -0.302 0.816
C -0.876 -4.275 1.644
C 0.392 -4.182 2.094
C 1.636 -3.682 1.455
C 1.836 -4.178 -0.008
C 1.264 -3.156 -0.978
C 0.057 -2.734 -0.782
C -0.793 -2.167 0.224
C -1.587 -3.425 0.610
H 2.467 -4.026 2.096
H 1.364 -5.169 -0.129
H 1.737 -2.582 1.457
H -1.738 -4.084 -0.271
H -1.513 -5.062 2.094
H 0.590 -4.523 3.121
H -2.578 -3.177 1.034
H -0.302 -1.744 1.101
H -1.334 2.482 -1.575
H -1.419 -1.370 -0.198
H 2.902 -4.322 -0.194
H 1.780 -3.148 -1.952
P -0.045 0.100 -2.761
P 0.459 3.229 -2.947
C 0.180 0.940 -4.435
C -0.110 2.427 -4.480
H -0.441 0.346 -5.128
H 1.247 0.750 -4.666
H 0.422 2.882 -5.325
H -1.181 2.630 -4.607
C -0.283 4.887 -3.046
H -0.008 5.552 -2.218
H -1.380 4.782 -3.037
H -0.009 5.397 -3.977
C 2.264 3.325 -3.370
H 2.360 3.642 -4.424
H 2.731 2.333 -3.247
H 2.775 4.038 -2.710
C -1.878 -0.018 -2.598
H -2.071 -0.977 -2.095
H -2.332 -0.010 -3.595
H -2.282 0.807 -1.994
C 0.462 -1.459 -3.573
H 1.554 -1.467 -3.708
H 0.011 -1.543 -4.577
H 0.143 -2.315 -2.970
C -2.994 -2.869 5.939
S -2.161 -3.062 4.347
O -0.931 -3.769 4.728
O -3.083 -3.819 3.492
O -1.929 -1.681 3.866
H -3.291 -3.856 6.317
H -3.866 -2.226 5.819
H -2.282 -2.414 6.638
```

Output
⟨S²⟩: 6.024
Energy above the lowest of the compared OMol25 structures with the same formula, charge and spin: 2.6725 eV
Highest occupied orbital energy (alpha / beta): -9.392 / -9.389 eV
HOMO-LUMO gap (alpha / beta): 4.4 / 2.5 eV
Spin multiplicity: 5
Charge: +1

---

Entry 6:
Molecular formula: C25H46N2NiPS6Sb2
Method: DFT, wB97M-V/def2-TZVPD

```
83
C25H46N2NiPS6Sb2 | OMol25 | wB97M-V/def2-TZVPD
Ni 0.157 -0.305 -0.084
C -1.616 2.284 -2.216
Sb -0.365 0.586 -2.422
C 1.019 1.416 -3.799
C -1.574 -0.406 -3.901
C -2.892 -0.884 -3.383
C -4.028 -0.104 -3.589
C -5.278 -0.518 -3.161
C -5.413 -1.747 -2.534
C -4.290 -2.530 -2.320
C -3.023 -2.107 -2.713
C -1.828 -2.950 -2.382
Sb -1.088 -2.461 -0.433
C 0.045 -4.210 -0.053
C -2.857 -2.986 0.622
H -2.602 1.991 -1.863
H -1.707 2.753 -3.196
H -1.156 2.978 -1.516
H 0.437 1.690 -4.678
H 1.796 0.707 -4.074
H 1.471 2.306 -3.366
H -0.980 -1.201 -4.350
H -1.724 0.362 -4.660
H -3.928 0.838 -4.115
H -6.144 0.104 -3.341
H -6.387 -2.101 -2.224
H -4.399 -3.498 -1.846
H -1.010 -2.845 -3.093
H -2.088 -4.007 -2.319
H -0.626 -5.063 -0.135
H 0.483 -4.168 0.941
H 0.846 -4.294 -0.784
H -3.165 -3.963 0.251
H -3.646 -2.264 0.434
H -2.670 -3.063 1.689
C 5.957 -0.724 0.889
N 4.693 -1.445 0.795
C 3.470 -0.987 1.077
S 2.141 -1.768 0.332
N 3.286 0.049 1.895
C 4.173 0.535 2.944
H 6.663 -1.229 0.235
H 6.363 -0.720 1.899
H 5.839 0.299 0.529
H 4.678 -2.235 0.169
H 2.320 0.334 1.948
H 4.559 -0.293 3.541
H 3.586 1.178 3.594
H 5.001 1.119 2.552
C 2.801 4.678 1.061
S 2.327 4.666 -0.685
C 3.014 3.128 -1.184
C 2.517 1.904 -0.899
S 1.104 1.693 0.116
S 3.413 0.567 -1.572
C 4.640 1.481 -2.396
S 5.832 0.757 -3.250
S 4.460 3.180 -2.163
H 2.344 5.564 1.497
H 3.881 4.743 1.169
H 2.415 3.793 1.563
C -0.713 -1.251 4.558
C -0.382 -1.388 3.075
P -0.783 0.038 1.986
C -2.625 0.092 2.031
C -3.268 0.643 0.764
C -0.339 1.507 2.992
C -0.967 2.814 2.507
H -0.591 -2.209 5.062
H -1.742 -0.925 4.719
H -0.055 -0.538 5.054
H -0.941 -2.227 2.651
H 0.670 -1.638 2.917
H -2.924 0.690 2.896
H -2.972 -0.924 2.224
H -2.960 1.671 0.572
H -4.355 0.627 0.846
H -2.992 0.052 -0.115
H 0.750 1.601 3.019
H -0.676 1.300 4.009
H -0.674 3.062 1.488
H -0.654 3.633 3.154
H -2.054 2.768 2.549
```

Output
Energy above the lowest of the compared OMol25 structures with the same formula, charge and spin: 0.0000 eV
Highest occupied orbital energy (alpha / beta): -9.758 / -9.758 eV
HOMO-LUMO gap (alpha / beta): 6.6 / 6.6 eV
Charge: +1

---

| no. | E (eV) |
| --- | --- |
| 1 | -57340.76065 |
| 2 | -40336.24447 |
| 3 | -48261.76325 |
| 4 | -81045.08076 |
| 5 | -65050.00012 |
| 6 | -158065.94655 |